Arrangement P

Density functional theory data (wB97M-V/def2-TZVPD) for the molecule C4H5FOS.

The geometry in XYZ format:
```
12
Properties=species:S:1:pos:R:3
C 1.353 -0.443 0.795
C 1.292 0.339 -0.541
C -1.464 0.939 -0.195
C -1.786 -0.300 -0.484
H 2.388 -0.827 0.878
H 1.090 0.071 1.722
H 0.729 -1.312 0.804
H -2.166 1.615 0.190
H -2.699 -0.771 -0.190
O 2.008 0.077 -1.454
F -0.834 -1.125 -1.022
S 0.089 1.738 -0.502
```

Properties
E_HOMO in eV: -9.01
Gap between HOMO and LUMO in eV: 9.676
Total charge: 0
LUMO energy in eV: 0.66

Arrangement Q

Density functional theory data (wB97M-V/def2-TZVPD) for the molecule C4H5FOS.

The geometry in XYZ format:
```
12
Properties=species:S:1:pos:R:3
C 0.278 -2.703 1.115
C 0.138 -0.485 0.165
C -1.026 -0.675 -0.458
C 0.804 0.818 0.190
H 0.226 -3.200 0.181
H -0.682 -2.661 1.664
H 1.075 -3.156 1.781
H -1.532 -1.618 -0.401
H 1.814 0.701 0.657
O 0.856 -1.430 0.751
F -1.736 0.352 -0.944
S 0.419 2.280 -0.467
```

Properties
E_HOMO in eV: -8.57
Gap between HOMO and LUMO in eV: 7.889
Total charge: 0
LUMO energy in eV: -0.68

Going by the energies, arrangement P is most stable and the next is 1.190 eV up.

Arrangement P

Density functional theory data (wB97M-V/def2-TZVPD) for the ion C9H15N4O2 with charge +1.

The geometry in XYZ format:
```
30
Properties=species:S:1:pos:R:3
C -3.141 0.710 0.609
C -4.221 0.096 -0.032
C -2.088 -0.130 0.279
C 1.152 -2.373 -0.707
C -0.356 2.707 -0.621
C 2.221 -1.311 -0.229
C 0.110 -2.117 0.507
C -0.254 1.368 -1.337
C -0.028 2.529 0.915
N -2.487 -1.147 -0.510
N 1.476 -0.212 0.412
N 0.265 -0.703 0.846
N -0.750 0.217 0.485
O -3.802 -1.008 -0.651
O -0.676 1.299 1.396
H -3.223 1.552 1.356
H -5.222 0.246 -0.022
H 0.450 -2.179 -1.536
H 1.571 -3.433 -0.519
H 0.338 3.363 -1.061
H -1.420 3.008 -0.639
H 2.797 -1.942 0.338
H 2.902 -1.072 -1.085
H -0.814 -2.451 0.170
H 0.536 -2.705 1.444
H -0.944 0.974 -2.098
H 0.680 0.836 -1.131
H 1.074 2.352 1.272
H -0.505 3.360 1.495
H 1.997 0.077 1.298
```

Properties
E_HOMO (spin up / spin down) in eV: -12.46 / -12.46
Gap between HOMO and LUMO (spin up / spin down) in eV: 7.669 / 7.666
Total charge: +1
LUMO energy (spin up / spin down) in eV: -4.79 / -4.79

Arrangement Q

Density functional theory data (wB97M-V/def2-TZVPD) for the ion C9H15N4O2 with charge +1.

The geometry in XYZ format:
```
30
Properties=species:S:1:pos:R:3
C 4.481 -1.258 0.383
C 3.203 -1.473 -0.047
C 2.354 -0.512 -0.921
C 2.321 0.937 -0.413
N 3.339 1.883 -0.494
N 2.879 2.960 0.067
N 1.674 2.785 0.501
N 1.279 1.539 0.217
C -0.027 0.968 0.589
C -1.175 1.243 -0.454
C -2.125 -0.018 -0.411
O -3.503 0.354 -0.507
C -4.346 -0.543 0.162
C -4.101 -2.072 0.220
O -5.315 -0.122 0.682
H 4.834 -0.402 0.992
H 5.242 -2.042 0.160
H 2.710 -2.414 0.291
H 1.300 -0.881 -0.879
H 2.690 -0.487 -1.984
H 1.144 3.503 0.998
H 0.117 -0.137 0.617
H -0.386 1.315 1.583
H -1.788 2.107 -0.113
H -0.805 1.456 -1.479
H -1.977 -0.460 0.610
H -1.839 -0.790 -1.161
H -4.608 -2.445 1.138
H -3.036 -2.379 0.298
H -4.537 -2.615 -0.647
```

Properties
E_HOMO in eV: -12.29
Gap between HOMO and LUMO in eV: 7.907
Total charge: +1
LUMO energy in eV: -4.38

Arrangement R

Density functional theory data (wB97M-V/def2-TZVPD) for a structure of composition C9H15N4O2.

The geometry in XYZ format:
```
30
Properties=species:S:1:pos:R:3
C 3.001 -1.589 1.227
C 1.106 -1.102 0.299
C -1.309 -1.051 -0.932
C -0.337 2.310 1.262
C -0.970 0.024 1.330
C 0.361 2.125 -0.042
C -0.502 -0.115 -0.115
C -1.643 -0.570 -2.339
C 1.588 -2.510 -1.735
N 1.863 -0.860 1.395
N 2.908 -2.337 0.186
N 1.663 -2.079 -0.414
N -0.139 1.062 2.005
O -1.786 -2.075 -0.423
O -0.094 0.993 -0.740
H 3.930 -1.503 1.989
H 0.240 3.244 1.797
H -1.504 2.421 1.269
H -2.008 0.142 1.193
H -0.791 -0.975 1.821
H 0.068 3.075 -0.722
H 1.469 2.047 0.204
H -0.784 -0.063 -2.646
H -2.352 0.259 -2.279
H -2.108 -1.288 -2.924
H 0.530 -2.552 -1.915
H 2.123 -2.052 -2.614
H 2.052 -3.458 -1.771
H 1.463 -0.266 2.207
H -0.525 1.167 2.961
```

Properties
E_HOMO in eV: -13.73
Gap between HOMO and LUMO in eV: 10.315
Total charge: +1
LUMO energy in eV: -3.41

Going by the energies, arrangement R is most stable and the next is 1.654 eV up.